{
  "formula": "C2H22CdCrO11",
  "method": "ωB97M-V/def2-TZVPD",
  "e_lumo_ha": [-0.3515, -0.3498],
  "total_charge": 2,
  "gap_ev": [6.068, 6.116],
  "multiplicity": 5,
  "s_squared": 6.03,
  "symbols": ["Cd", "Cr", "O", "O", "O", "O", "O", "O", "O", "O", "O", "O", "O", "C", "C", "H", "H", "H", "H", "H", "H", "H", "H", "H", "H", "H", "H", "H", "H", "H", "H", "H", "H", "H", "H", "H", "H"],
  "xyz": [[-1.575882, -2.709404, 0.471168], [-1.333636, 1.006575, 3.213940], [0.475003, -0.900011, -4.843070], [-1.445094, -0.367133, 1.960376], [-1.205628, 1.255938, -2.916581], [2.445088, 0.773877, -1.733452], [0.138959, -1.573035, -0.014333], [0.772206, 2.772654, 4.661852], [-3.321699, 1.573679, -0.297386], [2.443034, -2.660914, -1.051196], [-0.435340, -1.033039, 4.335591], [-1.527451, -3.651676, -2.048737], [2.387342, 2.239215, 1.571102], [-0.642983, 0.354251, 1.059761], [-0.573977, -0.428487, -0.257064], [-1.348378, -2.755394, -2.379244], [1.904600, -1.977116, -1.452342], [-0.408038, -0.892898, -5.198514], [0.357675, 0.669326, 1.374673], [2.908388, 1.510139, -1.337591], [-0.123136, 0.017906, -1.170112], [2.021005, -2.687500, -0.182670], [1.492874, 3.298802, 4.269047], [-1.631889, 2.093518, -3.125277], [2.256650, 1.737836, 2.381075], [2.297842, 0.879784, -2.675030], [-1.144462, 1.264534, 0.717144], [1.005898, 2.055807, 5.272092], [2.573545, 1.613554, 0.877804], [-1.653809, -0.656174, -0.420709], [-3.291169, 2.249930, 0.402857], [-0.295214, -1.132069, 5.288778], [-0.059564, -1.809152, 3.917184], [-3.431848, 2.110044, -1.063888], [-0.666224, -4.079181, -1.929407], [-0.330746, 1.519498, -2.572678], [0.966075, -1.683696, -5.105178]],
  "forces_ev_per_a": [[1.0, 0.1, -0.7], [0.8, -1.2, 0.3], [0.7, 0.3, 1.0], [0.1, 0.3, 0.4], [0.5, 0.2, 0.5], [-0.8, -0.8, 0.7], [-0.5, -2.7, 0.6], [-1.4, -0.6, -0.7], [0.4, 0.0, 1.6], [-0.3, -0.3, 0.3], [-0.4, 1.1, 0.6], [-0.2, 0.6, 1.5], [-0.6, 0.5, 0.4], [-0.5, 1.1, -1.9], [0.0, 0.4, -0.3], [0.2, -0.3, -0.3], [0.2, 0.3, -0.4], [-0.2, -0.3, -0.5], [0.3, -0.7, 0.4], [0.3, 0.4, -0.7], [-0.5, 0.5, 1.0], [0.4, -0.1, 0.0], [0.0, -0.7, 0.7], [0.0, 0.0, -0.2], [0.3, -0.2, -0.1], [0.4, 0.5, -0.1], [-0.5, 0.6, 0.2], [0.9, 0.9, -0.2], [0.2, -0.5, -0.2], [0.1, 0.8, -0.7], [-0.3, -0.4, -0.3], [0.0, -0.1, -0.1], [0.1, -0.1, -0.2], [-0.2, 0.4, -1.3], [0.1, 0.0, -0.4], [-0.5, -0.1, -0.4], [-0.4, 0.0, -0.4]]
}

---

{
  "formula": "C5H8O",
  "method": "ωB97M-V/def2-TZVPD",
  "e_lumo_ha": 0.0360,
  "de_lowest_kj_mol": 91.7,
  "gap_ev": 10.461,
  "smiles": "CC1CC(=O)C1",
  "symbols": ["O", "C", "C", "C", "C", "C", "H", "H", "H", "H", "H", "H", "H", "H"],
  "xyz": [[-0.277741, -0.838312, -2.781762], [-0.228829, 0.869454, -0.938498], [-0.313729, 0.325542, 1.636197], [0.493360, -1.138037, -0.407600], [0.476936, 0.253774, 0.322836], [-0.063160, -0.464736, -1.658454], [-0.266740, -1.793061, 0.030724], [-0.416939, 1.366767, 1.975918], [-1.311368, -0.105649, 1.517210], [0.155144, 1.740577, -1.485102], [1.404492, -1.728404, -0.569883], [1.431845, 0.678432, 0.628357], [-1.287675, 1.041001, -0.717406], [0.204403, -0.207349, 2.447464]],
  "forces_ev_per_a": [[0.2, 0.2, 0.6], [-0.1, 0.1, 0.1], [-0.1, -0.1, -0.1], [-0.1, -0.1, 0.2], [-0.1, 0.0, 0.3], [-0.1, -0.1, -0.2], [0.1, -0.1, -0.1], [0.0, -0.2, -0.2], [0.0, 0.0, 0.1], [0.1, -0.2, 0.4], [-0.1, 0.3, 0.2], [0.4, -0.1, -0.9], [0.0, 0.1, -0.1], [-0.1, 0.0, -0.3]]
}

---

{
  "formula": "C8H18CoF6INO7S5",
  "method": "ωB97M-V/def2-TZVPD",
  "e_lumo_ha": [0.0009, 0.0009],
  "gap_ev": [8.747, 8.700],
  "multiplicity": 4,
  "s_squared": 3.76,
  "symbols": ["I", "Co", "S", "S", "S", "S", "S", "F", "F", "F", "F", "F", "F", "O", "O", "O", "O", "O", "O", "O", "N", "C", "C", "C", "C", "C", "C", "C", "C", "H", "H", "H", "H", "H", "H", "H", "H", "H", "H", "H", "H", "H", "H", "H", "H", "H", "H"],
  "xyz": [[0.427568, 4.080028, -0.317269], [0.154285, 1.467799, -0.105839], [0.036499, -0.356069, 2.487936], [-1.728378, -2.736264, -0.767843], [-3.156568, 1.606653, 0.602048], [3.258325, 1.894143, 0.134018], [-1.080857, -0.595263, -2.230227], [0.329140, -4.324381, -1.061076], [-0.566946, -0.689075, -4.666584], [0.204875, -3.661716, 1.057032], [1.204704, -1.022570, -3.561931], [-1.220095, -5.124768, 0.306046], [-0.185318, -2.618773, -3.719163], [2.214864, 1.169552, -0.729290], [-2.406077, -0.594271, -2.776751], [0.922202, 0.038152, 1.323432], [-0.480908, 0.677595, -2.033467], [-2.710125, -2.606547, 0.343059], [-1.738027, 1.118157, 0.788482], [-2.111300, -3.381874, -1.962550], [-0.841551, -1.487477, -0.996908], [-0.021524, -1.240083, -3.604339], [-3.283157, 2.163456, -1.099036], [-0.568410, -4.019711, -0.058578], [-0.051626, 1.122347, 3.576144], [4.566192, 0.735777, 0.389220], [1.064126, -1.371038, 3.525447], [4.037006, 3.003743, -1.160048], [-4.052577, 0.195805, 0.247136], [4.807687, 3.567049, -0.639900], [4.925656, 0.430655, -0.573016], [0.537768, -1.923810, 4.295384], [-4.123744, -0.617879, 1.045702], [-5.039060, 0.372039, -0.101810], [-0.703148, 0.962370, 4.487275], [5.470101, 1.212367, 0.987587], [3.189984, 3.675143, -1.559846], [0.907750, 1.532883, 3.791853], [-4.310269, 2.440928, -1.183083], [4.263720, -0.059920, 1.011192], [4.395957, 2.224846, -1.875697], [-0.646902, 1.832093, 3.031960], [-3.551744, -0.358038, -0.502630], [-2.529331, 2.967825, -1.180287], [1.906367, -0.773099, 3.864449], [-3.105092, 1.238784, -1.650005], [1.387961, -2.167563, 2.821773]],
  "forces_ev_per_a": [[-0.3, -0.2, 0.2], [0.2, -0.5, -0.1], [-1.1, 0.4, 1.1], [-2.3, -1.9, 3.8], [0.1, 1.2, 0.2], [-1.1, 1.1, -1.0], [-0.5, -1.6, -1.7], [-1.0, 0.2, 1.3], [0.0, 0.4, -1.2], [-1.2, 0.0, -1.6], [3.6, 1.1, 0.6], [0.1, 0.8, -0.5], [0.1, 1.4, 0.2], [0.3, 0.0, 0.5], [0.0, 0.0, 0.4], [0.1, 0.5, 0.1], [1.2, 2.4, 1.2], [1.9, 0.3, -2.2], [1.0, 0.0, -0.1], [-0.8, -0.5, -1.0], [0.7, 0.6, 0.9], [-3.9, -3.0, -0.2], [1.1, -0.1, 1.0], [2.4, -0.2, 0.3], [-1.8, -0.8, 0.3], [2.7, 1.8, 0.8], [0.7, -0.8, -1.2], [-1.3, -0.9, 0.4], [-0.8, -3.5, 1.8], [0.2, 0.1, -0.3], [0.2, -0.5, -0.4], [-0.3, 0.5, 0.3], [0.2, 1.6, -0.4], [-0.9, 0.6, -0.2], [1.1, -0.4, -0.8], [-1.9, -0.5, -1.3], [1.4, -1.2, 0.7], [0.8, 0.1, 0.2], [-0.6, 0.7, -0.4], [-0.8, -1.0, 0.4], [-0.1, 1.1, 0.2], [0.0, 0.4, -0.6], [0.6, -0.3, -1.0], [-0.6, -0.3, -0.5], [0.1, -0.2, 0.2], [0.3, 0.6, -0.5], [0.2, 0.5, 0.4]]
}

---

{
  "formula": "C7H18N3",
  "method": "ωB97M-V/def2-TZVPD",
  "e_lumo_ha": -0.1028,
  "de_lowest_kj_mol": 603.5,
  "total_charge": 1,
  "gap_ev": 9.196,
  "symbols": ["N", "N", "N", "C", "C", "C", "C", "C", "C", "C", "H", "H", "H", "H", "H", "H", "H", "H", "H", "H", "H", "H", "H", "H", "H", "H", "H", "H"],
  "xyz": [[-0.135206, 0.131552, 0.174086], [-2.684915, 0.328790, 0.867250], [2.178983, -0.880854, -0.891470], [-0.961763, 0.861079, -0.797510], [2.999258, 0.322629, -1.339340], [-3.040538, 0.779524, 2.154713], [-0.309352, -0.867264, 2.389475], [-0.761164, -0.285955, 1.153113], [1.588824, -1.473440, -2.119795], [-2.391523, 1.231969, -0.203827], [-3.439761, -0.021823, 2.603249], [1.349690, -0.777324, -2.924514], [2.625822, -1.621255, -0.386566], [0.782016, -2.169957, -2.085688], [-2.323131, 1.227864, 2.752240], [-3.164862, 1.068356, -0.895812], [2.375214, -1.937408, -2.607228], [0.670285, -1.480754, 2.269976], [-0.260624, 1.561532, -1.153516], [2.363973, 1.199983, -1.737466], [-0.980540, -1.549912, 2.716461], [-0.306124, -0.183544, 3.258810], [1.120474, -0.551785, -0.337665], [-2.320162, 2.334837, 0.079914], [-1.001765, 0.150535, -1.750186], [3.455943, 0.708287, -0.514332], [-3.862327, 1.673756, 2.001031], [3.595343, 0.179384, -2.132197]],
  "forces_ev_per_a": [[-0.4, -0.6, -0.8], [4.9, -2.2, -0.2], [-3.6, 1.8, -1.5], [-0.4, -3.0, -2.2], [-4.5, 1.0, 1.2], [-2.7, 4.7, -2.4], [2.9, -0.2, 0.3], [-3.5, 2.0, -0.1], [0.3, 0.4, -1.3], [2.6, 1.6, 1.1], [-1.8, -2.6, 2.2], [-0.4, 0.9, 0.8], [0.8, 0.0, 0.4], [-0.6, -0.4, 1.0], [1.8, 0.9, 1.1], [-0.7, 0.1, -1.4], [1.6, -1.6, -0.9], [-1.3, 1.5, 0.3], [-0.1, 2.0, -0.4], [0.1, -1.7, 0.9], [-2.4, -2.5, 0.8], [0.5, 0.2, -0.8], [1.9, 0.6, 0.0], [-0.3, -1.2, -0.1], [-0.5, 1.2, 1.9], [1.7, 0.9, 2.1], [1.6, -2.3, 0.6], [2.5, -1.5, -2.5]]
}

---

{
  "formula": "C21H43I2N4O3",
  "method": "ωB97M-V/def2-TZVPD",
  "e_lumo_ha": -0.1115,
  "total_charge": 1,
  "gap_ev": 8.532,
  "symbols": ["I", "I", "O", "O", "O", "N", "N", "N", "N", "C", "C", "C", "C", "C", "C", "C", "C", "C", "C", "C", "C", "C", "C", "C", "C", "C", "C", "C", "C", "C", "H", "H", "H", "H", "H", "H", "H", "H", "H", "H", "H", "H", "H", "H", "H", "H", "H", "H", "H", "H", "H", "H", "H", "H", "H", "H", "H", "H", "H", "H", "H", "H", "H", "H", "H", "H", "H", "H", "H", "H", "H", "H", "H"],
  "xyz": [[-1.976114, -4.369772, 1.716607], [0.967484, -2.743266, 2.951966], [-3.265809, 2.589407, -3.712807], [5.759277, -5.341774, -0.479002], [-3.904464, -0.502395, 4.301197], [2.262705, 3.118285, -2.580625], [1.857033, 0.613975, -0.756385], [2.611172, -1.849459, -0.501263], [0.484347, -0.679640, 0.510368], [-1.233263, -2.547906, 0.736342], [3.741866, -1.718507, 0.197828], [1.700592, -0.731179, -0.267592], [-0.040971, -1.893480, 1.201500], [-3.013829, 0.502843, 6.304219], [-2.631893, 2.242067, -0.694639], [-2.308502, 2.234483, 0.878475], [-3.752742, 2.175966, 1.640749], [6.031541, -5.547874, -1.861940], [0.619762, 3.042967, -0.600625], [-4.469654, 4.033300, -5.223429], [-0.169186, 0.622996, 0.570829], [0.770748, 1.483133, -0.292928], [4.683821, -0.423489, 0.217611], [-1.492694, 0.957435, 1.394494], [5.108227, -6.609779, -2.424738], [2.054531, 3.550167, -1.159309], [-4.259382, 0.150475, 5.515341], [4.254235, -2.975773, 1.071015], [-2.089947, -2.026761, -0.506935], [-4.205766, 3.656634, -3.779329], [5.627400, -0.648585, 0.841549], [3.260480, 2.922297, -2.777055], [5.062093, -0.203652, -0.843645], [-2.359893, 1.154183, 5.717859], [-4.819431, 1.053019, 5.262066], [-3.417366, -1.304430, 4.532926], [-1.748640, 1.909250, -1.333905], [-4.912956, -0.511015, 6.092205], [2.227012, 4.672387, -0.995070], [4.179183, 0.471216, 0.721047], [-1.367081, -1.599777, -1.285371], [-3.809463, 4.510004, -3.219133], [-4.853778, 3.174341, -5.779486], [-3.272515, 1.009993, 7.236615], [4.653379, -2.541412, 2.058426], [3.461227, -3.779279, 1.205096], [1.726036, 2.254554, -2.752012], [7.079486, -5.842292, -1.973914], [5.901024, -6.183926, -0.026252], [-2.911047, -1.270982, -0.207946], [-5.194379, 4.848194, -5.288278], [-1.856736, 3.242191, 1.171624], [-1.211648, 1.094954, 2.492650], [-2.616784, -2.945861, -0.962070], [-3.554068, 2.203207, 2.780576], [-0.126020, 3.216476, -1.445520], [2.677109, 0.821715, -1.338812], [-2.171624, 0.027269, 1.311026], [-3.556268, 1.645719, -0.996760], [2.875082, 3.019449, -0.537597], [0.300765, 3.553876, 0.365145], [-4.166015, 1.116015, 1.431497], [5.193932, -3.372239, 0.507921], [-5.127376, 3.325226, -3.296291], [4.063069, -6.314949, -2.299074], [-2.450549, 2.892608, -4.133961], [5.882808, -4.598292, -2.380683], [5.238538, -7.556944, -1.893325], [-2.438411, -0.396944, 6.541293], [-2.861683, 3.341378, -0.972124], [-3.544652, 4.345250, -5.717242], [-4.456590, 3.006202, 1.306054], [5.303225, -6.773471, -3.487045]],
  "forces_ev_per_a": [[0.4, 1.6, -0.9], [-0.3, 1.2, -1.3], [0.2, -0.2, 0.1], [0.0, 0.1, 0.2], [0.0, -0.1, -0.3], [-0.2, -0.3, 0.6], [-2.4, -2.3, 2.2], [-1.3, 2.3, 3.5], [1.2, -1.2, -0.4], [2.1, 1.9, 0.4], [0.3, -0.9, 0.4], [-0.7, 3.2, -0.8], [-2.8, -1.8, -1.1], [0.0, 0.1, 0.1], [0.3, 0.9, 0.1], [-1.7, -0.1, -0.1], [1.3, -1.0, 0.4], [0.0, -0.4, 0.0], [1.6, -0.9, -0.7], [-0.1, 0.0, -0.1], [4.1, 1.6, -3.0], [-2.2, -2.2, 2.1], [0.3, -0.7, 0.8], [0.5, -0.4, -0.6], [-0.1, 0.0, -0.1], [0.7, -0.6, 1.3], [0.3, -0.2, 0.2], [1.1, 1.2, -1.6], [0.2, -1.0, 0.2], [0.2, 0.1, -0.3], [-1.6, 0.2, -1.0], [-0.9, 0.3, 0.2], [-0.9, -0.2, 1.5], [-0.1, 0.0, 0.0], [0.0, -0.2, -0.1], [-0.1, 0.2, -0.1], [-1.3, 0.3, 0.8], [-0.1, 0.2, 0.1], [-0.5, -1.6, -0.6], [0.6, -1.1, -1.0], [-1.2, -0.4, 1.1], [-0.2, 0.1, 0.0], [0.0, 0.1, 0.1], [0.1, -0.1, 0.0], [-0.8, -0.6, -1.4], [1.1, 1.3, -0.3], [0.4, 0.7, -0.1], [0.0, 0.1, -0.2], [0.0, 0.2, -0.1], [1.5, -1.2, -0.4], [0.1, 0.0, -0.1], [-0.1, -1.6, -0.4], [-0.4, -0.3, -1.4], [0.8, 1.6, 0.7], [-0.5, 0.2, -1.8], [0.8, -0.2, 1.3], [-0.8, 0.3, 0.4], [1.1, 1.5, 0.3], [1.3, 0.6, 0.6], [-1.3, 1.0, -0.4], [0.5, -0.6, -1.5], [0.3, 1.9, 0.3], [-1.6, 0.3, 1.1], [0.2, -0.1, 0.0], [0.1, 0.0, -0.1], [-0.2, -0.1, 0.0], [0.0, 0.0, 0.2], [0.1, 0.0, -0.1], [-0.1, 0.0, 0.1], [0.4, -1.8, 0.3], [-0.1, 0.1, 0.1], [1.0, -1.2, 0.5], [0.0, -0.1, 0.1]]
}

---

no.,energy (Ha)
1,-2128.48099
2,-270.52295
3,-5167.58592
4,-441.36309
5,-1865.62316